No. 1
Below is a structure of composition C28H56F2NO25PdS2, with properties calculated with ωB97M-V/def2-TZVPD.

Structure (XYZ):
```
115
Properties=species:S:1:pos:R:3:forces:R:3:mulliken_spin:R:1
Pd -15.89940 1.27378 -7.78642 0.842 -0.331 -0.766 1.635
N -15.86299 3.03568 -6.75050 3.912 4.067 0.885 0.110
S -16.77627 3.90312 -5.82084 -9.244 0.791 3.975 0.003
O -17.58430 5.00185 -6.34976 2.654 -0.495 -0.099 0.014
O -16.49783 3.91296 -4.38407 1.222 0.645 -2.578 0.028
F -17.91929 2.86088 -5.85353 -1.037 -2.022 -0.059 0.001
S -14.56333 4.14917 -6.39067 3.472 1.611 -2.854 0.002
O -13.80267 3.86045 -5.21813 -0.416 -0.489 -1.231 0.003
O -14.87167 5.57499 -6.65593 0.243 -3.536 0.432 0.020
F -13.66761 3.72708 -7.71753 -0.795 0.391 1.623 0.001
C -18.74393 7.94543 -6.94155 0.727 -0.938 0.042 0.004
C -19.46892 9.20654 -7.33488 -0.562 -0.948 0.323 0.001
O -18.50804 10.27806 -7.21374 -0.207 3.687 -0.578 0.026
C -18.87566 11.63793 -7.37938 -1.063 -2.832 0.029 -0.042
O -17.98875 12.50904 -7.49479 -1.583 -1.402 0.195 0.439
O -20.24320 11.76146 -7.40193 2.763 0.553 0.046 0.043
C -20.89023 13.06814 -7.39021 -0.307 0.859 0.107 -0.001
H -19.36466 7.06173 -6.79363 -0.664 0.335 -0.122 0.002
H -18.15486 7.95055 -6.02445 0.074 0.542 -0.067 0.000
H -18.11552 7.64599 -7.78031 0.443 0.074 0.166 0.000
H -20.36151 9.36047 -6.72849 0.188 0.388 -0.030 0.000
H -19.74828 9.00261 -8.36855 -0.211 0.870 -0.142 0.001
H -21.92067 12.91985 -7.06727 0.242 -0.443 0.044 0.001
H -20.94271 13.55498 -8.36403 0.398 -0.481 -0.193 0.000
H -20.43071 13.77393 -6.69826 0.286 -0.361 0.064 0.000
C -20.89205 3.47831 -8.18808 1.041 0.614 -0.340 0.000
C -19.90101 4.13504 -9.20049 -0.308 0.015 1.699 0.000
O -19.37476 3.25199 -10.16369 1.396 -3.026 -1.066 0.006
C -18.51148 2.23528 -9.85283 0.389 1.917 1.466 0.004
O -17.93960 2.09946 -8.73510 -1.150 0.190 -1.471 0.042
O -18.19000 1.45891 -10.84098 -0.292 -0.454 0.345 0.000
C -18.56686 1.59327 -12.21439 0.731 0.140 -1.319 0.000
H -21.79749 3.03060 -8.59776 0.040 0.454 -0.311 0.000
H -21.10302 4.30465 -7.50928 -0.487 -0.172 0.131 0.000
H -20.42002 2.70098 -7.58720 0.311 0.099 -0.102 0.000
H -19.04361 4.57499 -8.69114 -0.055 -0.087 0.511 0.000
H -20.33725 4.96260 -9.75989 -0.294 -0.360 -0.172 0.000
H -18.43504 0.61487 -12.67639 -0.416 -0.144 0.444 0.000
H -17.78379 2.17369 -12.70227 -0.080 0.422 0.128 0.000
H -19.53286 2.02043 -12.48360 -0.045 -0.094 0.780 0.000
C -13.57760 8.46090 -6.02160 0.941 -0.110 -0.500 0.002
C -14.62337 8.65129 -7.13586 -0.704 -1.560 2.200 -0.003
O -15.05914 9.99750 -7.21199 -0.119 2.259 -1.283 0.019
C -14.50382 10.84089 -8.07057 2.282 -3.263 1.185 -0.035
O -15.02666 11.89847 -8.34343 -0.667 1.138 -0.480 0.479
O -13.28262 10.40493 -8.52058 -1.960 0.927 -0.219 0.058
C -12.66004 11.22716 -9.55266 0.673 0.725 0.295 -0.003
H -13.91141 8.48271 -4.98420 -0.868 0.426 -0.274 0.000
H -12.78061 9.20209 -6.08090 0.147 -0.140 -0.215 0.000
H -13.14745 7.46043 -6.06808 0.168 0.046 -0.483 0.001
H -15.50957 8.18245 -6.70816 -0.209 -0.179 -0.391 0.003
H -14.50284 8.19770 -8.11965 0.723 0.271 0.127 0.004
H -12.31677 12.13608 -9.05856 -0.470 0.294 -0.261 0.001
H -13.32582 11.40027 -10.39816 -0.027 0.049 0.271 0.000
H -11.72358 10.78907 -9.89797 -0.425 -0.746 0.208 0.001
C -16.72933 5.42375 -10.77929 1.490 0.360 0.435 0.000
C -15.49900 4.89389 -9.95825 -1.614 -0.434 -0.793 -0.004
O -14.67761 4.08516 -10.79327 0.778 -2.137 -0.065 0.000
C -14.59222 2.73466 -10.71753 -1.907 1.022 0.436 0.006
O -15.14113 1.99554 -9.86504 1.146 1.041 -1.474 0.053
O -13.96932 2.37368 -11.82706 -0.505 0.900 0.138 0.006
C -13.97101 1.04211 -12.20614 0.787 -3.666 0.743 -0.002
H -17.14173 6.14704 -10.07582 -0.472 0.220 -0.376 0.000
H -17.49954 4.74392 -11.14362 0.224 -0.480 0.628 0.000
H -16.36582 5.90658 -11.68639 0.050 0.374 0.172 0.000
H -15.90199 4.32402 -9.12102 0.429 0.089 0.222 0.005
H -14.82656 5.70466 -9.67792 -0.440 0.017 0.325 0.000
H -13.56072 0.73315 -13.16755 0.121 1.562 -0.377 0.000
H -14.90452 0.48048 -12.17106 -0.582 0.797 0.292 0.000
H -13.32496 0.49655 -11.51833 -0.064 -0.059 0.211 0.001
C -10.59885 2.11560 -10.66890 0.127 -1.153 -0.479 0.000
C -10.93709 0.68238 -10.10988 0.814 2.180 -0.433 0.000
O -12.21340 0.75893 -9.46448 -0.696 0.051 2.384 0.001
C -12.36726 1.09359 -8.13668 0.875 -0.304 -1.596 0.002
O -13.47853 0.96867 -7.64490 0.436 0.265 0.445 0.036
O -11.22976 1.51572 -7.53438 -1.624 -1.283 -2.522 0.003
C -11.26098 1.96138 -6.20919 -0.635 0.230 1.461 0.000
H -10.54882 2.92633 -9.94204 0.081 -0.339 0.190 0.000
H -11.30248 2.39827 -11.45191 -0.457 -0.080 0.256 0.000
H -9.67651 2.06049 -11.24713 0.359 0.014 0.396 0.000
H -10.17988 0.28740 -9.43259 -0.074 0.144 -0.011 0.000
H -11.03906 0.01203 -10.96330 -0.245 -0.107 0.253 0.000
H -12.16812 1.64048 -5.69710 -0.061 -0.043 -0.111 -0.001
H -11.26573 3.05124 -6.22597 0.357 -0.094 0.219 0.000
H -10.41983 1.50806 -5.68472 0.101 0.385 -0.165 0.000
C -9.94868 6.47027 1.75795 1.381 0.018 1.025 0.000
C -10.39948 5.93695 0.46383 1.096 1.667 -0.958 0.000
O -11.60905 5.33950 0.69920 -2.402 -1.438 0.052 0.000
C -12.51304 5.06543 -0.24575 -3.052 -3.223 2.899 0.000
O -13.54812 4.40500 0.03060 2.877 2.331 -1.065 0.000
O -12.14944 5.46113 -1.40989 1.241 1.372 -1.862 0.000
C -13.05721 5.51386 -2.48414 -0.688 -0.299 -0.794 0.000
H -9.64843 5.54424 2.24830 -0.001 0.475 1.041 0.000
H -10.61606 7.08449 2.36245 -0.275 -0.287 -0.289 0.000
H -9.04555 7.05226 1.57428 0.149 0.001 0.163 0.000
H -9.60889 5.23134 0.20851 -0.320 -0.289 -0.748 0.000
H -10.46319 6.73487 -0.27601 -0.133 -0.193 -0.303 0.000
H -14.01233 5.94618 -2.18591 -0.006 -0.261 0.140 0.000
H -13.18654 4.53261 -2.94081 -0.236 -0.075 0.383 0.000
H -12.64359 6.13482 -3.27877 0.353 0.177 0.342 0.000
C -15.91194 0.88666 -1.44201 -0.058 0.550 -1.707 0.000
C -15.84961 1.11087 -3.01808 0.302 0.872 1.151 -0.001
O -14.91202 0.16055 -3.51564 0.580 -0.632 1.920 0.003
C -14.85091 -0.23099 -4.71489 -2.019 -0.406 -1.069 0.007
O -15.56183 0.21245 -5.62051 -0.179 0.485 -1.324 0.016
O -14.10502 -1.28455 -4.76977 1.447 -0.694 -0.663 0.001
C -14.09752 -2.14974 -5.90395 0.310 -1.031 0.053 0.000
H -16.29254 -0.10827 -1.21099 -0.065 0.001 -0.259 0.000
H -16.60339 1.61946 -1.02608 0.116 0.013 0.038 0.000
H -14.93816 0.98192 -0.96162 -0.026 0.201 -0.238 0.000
H -15.40862 2.02132 -3.42393 -0.343 0.643 1.064 0.000
H -16.82829 1.06385 -3.49567 -0.003 -0.649 0.007 0.000
H -13.90869 -1.70902 -6.88283 -0.342 0.524 0.254 0.000
H -14.99221 -2.77145 -5.87079 -0.198 0.310 -0.292 0.000
H -13.27516 -2.84264 -5.72583 0.049 0.179 0.122 0.000
```
Positions in Å, forces in eV/Å.

Calculated values
2S+1: 4
Total charge: +2
LUMO (alpha / beta), eV: -4.9 / -10.6
Highest occupied orbital energy (alpha / beta), eV: -13.099 / -13.099
M, Da: 1015.288
Frontier orbital gap (alpha / beta), eV: 8.217 / 2.486

***

No. 2
Below is a cluster of 7 separate species, C28H56O14 in total, with properties calculated with ωB97M-V/def2-TZVPD.

Structure (XYZ):
```
98
Properties=species:S:1:pos:R:3:forces:R:3:lowdin_charge:R:1
C -3.66192 -12.53579 14.05018 -0.542 3.165 0.484 -0.047
C -4.62013 -12.30013 15.24307 1.424 0.580 -0.732 -0.243
O -4.68815 -13.50728 15.95203 -0.386 -0.745 0.501 -0.025
C -5.59669 -13.52902 16.95632 1.243 -0.926 -0.418 -0.534
C -5.64753 -14.91480 17.53929 0.284 0.444 2.069 0.023
O -6.17673 -12.55156 17.32512 -0.549 0.409 0.116 0.117
H -3.70363 -11.58929 13.36882 0.020 -1.839 0.971 0.114
H -3.85567 -13.43445 13.52415 -0.365 -0.697 -0.629 0.040
H -2.68016 -12.55135 14.48351 0.711 -0.218 -0.078 0.059
H -4.23579 -11.50451 15.91851 -0.275 -0.333 -0.510 0.134
H -5.60575 -12.04738 14.93106 -0.834 0.428 -0.333 0.102
H -6.27824 -15.58094 16.96430 -0.124 -0.102 -0.231 0.058
H -6.13370 -14.74307 18.56069 0.786 -0.686 -1.270 0.102
H -4.59497 -15.34432 17.60854 -1.460 0.564 -0.015 0.113
C -8.94161 -12.88452 10.95124 0.407 -0.476 -2.027 -0.057
C -7.52034 -13.40658 11.08434 0.674 1.092 -0.585 -0.252
O -7.50332 -14.53853 11.91123 -0.643 -2.161 -0.024 -0.025
C -6.31946 -15.18801 11.97541 0.979 1.420 -0.136 -0.534
C -6.41544 -16.49302 12.65365 -1.135 -0.894 0.970 0.026
O -5.30607 -14.62384 11.62795 -0.032 -0.669 -0.201 0.086
H -9.57715 -13.67228 10.51962 -0.002 0.081 0.533 0.083
H -8.95817 -12.11726 10.15488 0.169 -0.049 0.502 0.084
H -9.35323 -12.46775 11.84081 -0.286 0.078 0.751 0.052
H -7.02384 -13.62236 10.07865 -0.730 0.221 1.313 0.151
H -6.89203 -12.71794 11.64266 0.157 0.713 -0.566 0.116
H -5.68729 -17.29793 12.48822 0.084 0.864 -0.283 0.101
H -7.41781 -16.89426 12.51425 -0.022 -0.141 -0.290 0.086
H -6.44864 -16.25303 13.71985 0.351 -0.067 0.151 0.092
C -16.16476 -18.56587 14.53631 -0.091 1.937 0.203 -0.046
C -14.75040 -17.99086 14.59251 -1.400 1.705 1.279 -0.186
O -14.77136 -16.70345 13.88272 -0.015 -0.177 0.117 0.005
C -13.70974 -15.92226 14.10656 0.223 0.145 -0.034 -0.530
C -13.60683 -14.69725 13.23835 1.181 0.946 1.092 0.025
O -12.85273 -16.20202 14.91514 0.083 -0.113 0.234 0.062
H -16.82088 -17.94016 15.18604 0.515 -0.527 -0.287 0.094
H -16.20783 -19.56450 14.87289 0.093 -1.155 0.510 0.059
H -16.61979 -18.51652 13.55459 0.252 -0.036 -0.394 0.072
H -14.42977 -17.79966 15.63589 -0.509 -0.058 -0.495 0.090
H -13.96181 -18.52828 14.17983 1.060 -1.390 -1.074 0.091
H -14.22273 -14.71852 12.36756 -0.568 0.092 -0.380 0.071
H -12.54412 -14.62790 12.95719 -0.333 -0.261 -0.188 0.091
H -13.66913 -13.73826 13.83463 -0.510 -1.164 -0.523 0.087
C -11.68937 -19.50511 15.98988 1.009 1.372 0.904 -0.040
C -10.37263 -18.63636 15.89494 -1.875 -2.437 -0.275 -0.205
O -9.90465 -18.50161 17.23382 0.519 0.940 -0.580 -0.011
C -8.84762 -17.67223 17.30953 0.275 1.377 1.021 -0.526
C -8.62405 -17.20807 18.73777 -0.384 -1.798 -0.366 0.042
O -8.20589 -17.24275 16.37884 -0.431 -0.571 -0.161 0.083
H -12.59609 -18.84739 16.22121 1.326 -1.264 0.150 0.077
H -11.43503 -20.35923 16.65368 -0.753 0.755 0.131 0.087
H -11.82212 -19.96663 15.04906 -0.440 -0.304 -1.283 0.046
H -9.64893 -19.20301 15.30605 0.132 0.204 0.054 0.122
H -10.60011 -17.71369 15.39924 0.180 0.766 0.084 0.103
H -8.92005 -18.06770 19.35692 0.084 0.501 0.222 0.090
H -9.24430 -16.35364 18.96486 -0.097 0.251 -0.006 0.070
H -7.58467 -16.99606 18.87561 0.496 0.335 0.146 0.071
C -10.99054 -14.31540 17.54008 0.527 0.693 -0.281 -0.049
C -9.76991 -13.80042 16.81640 1.512 -0.992 -0.287 -0.201
O -9.31641 -12.54392 17.34536 -0.437 0.072 0.854 -0.039
C -8.84931 -12.65618 18.61238 0.611 1.736 0.441 -0.549
C -8.92551 -11.32220 19.39711 0.724 -0.826 -1.714 0.040
O -8.46952 -13.67427 19.10522 -0.024 -0.880 0.214 0.088
H -11.76387 -13.54737 17.56977 -0.093 -0.051 -0.020 0.090
H -10.67322 -14.56561 18.53174 -0.222 -0.252 0.715 0.063
H -11.35638 -15.18597 17.03342 -0.239 -0.479 -0.284 0.055
H -8.89431 -14.51605 16.90770 -1.131 0.574 -0.217 0.130
H -9.95920 -13.62615 15.76667 -0.083 0.086 -0.223 0.105
H -8.53227 -10.49969 18.76567 -0.361 -0.413 0.433 0.093
H -8.38825 -11.38948 20.34100 -0.174 -0.096 -0.138 0.084
H -9.99039 -11.24279 19.50785 -0.557 0.651 0.455 0.074
C -14.26488 -9.46453 16.49068 0.194 -0.456 -0.469 -0.064
C -13.65985 -10.62519 15.70946 1.834 -0.400 1.083 -0.161
O -12.17821 -10.34729 15.62027 -1.189 -0.563 -0.129 -0.036
C -11.45267 -11.23627 14.89782 -0.756 0.074 1.047 -0.497
C -9.98964 -10.75819 14.91761 0.276 -1.847 -0.549 0.022
O -11.98353 -12.20882 14.37840 1.394 1.132 0.322 0.058
H -15.23988 -9.74883 16.83421 -0.630 -0.121 0.179 0.068
H -14.35850 -8.53333 15.94408 0.033 -0.066 -0.500 0.076
H -13.67666 -9.21479 17.35092 0.442 -0.178 0.571 0.069
H -13.79548 -11.65044 16.16881 0.208 1.275 -0.109 0.133
H -13.98948 -10.73713 14.70998 -0.574 0.183 -1.012 0.098
H -9.63270 -10.28900 15.83055 -0.743 0.236 0.075 0.077
H -9.91210 -10.07489 14.07494 0.350 0.023 -0.072 0.086
H -9.29640 -11.63638 14.81776 -0.748 0.789 -0.442 0.088
C -12.69926 -19.57457 20.41157 -0.833 -2.217 2.030 -0.080
C -13.76110 -19.07464 19.54398 -1.785 -0.102 -0.399 -0.271
O -13.58099 -17.66067 19.39774 -0.773 0.841 -1.338 -0.019
C -14.45322 -17.11223 18.46294 -0.465 -1.795 1.114 -0.511
C -14.13603 -15.72090 18.07865 -0.405 -0.295 -0.076 0.027
O -15.39766 -17.76733 18.08060 0.427 0.513 -0.303 0.081
H -12.84479 -19.36881 21.49734 0.226 0.463 -0.853 0.099
H -11.75932 -19.32181 20.06129 2.010 0.760 -0.437 0.045
H -12.74018 -20.67732 20.39543 0.014 0.207 -0.167 0.092
H -13.79094 -19.54104 18.53907 0.283 0.231 0.490 0.124
H -14.74753 -19.32051 20.00165 0.454 0.488 -0.390 0.135
H -15.06006 -15.26696 17.66545 0.809 -0.109 0.245 0.113
H -13.32377 -15.77077 17.35160 -0.182 0.273 -0.062 0.057
H -13.78486 -15.27127 18.99339 0.151 0.713 0.072 0.090
```
Positions in Å, forces in eV/Å.

Calculated values
2S+1: 1
SMILES: CCOC(C)=O.CCOC(C)=O.CCOC(C)=O.CCOC(C)=O.CCOC(C)=O.CCOC(C)=O.CCOC(C)=O
Total charge: 0
LUMO, eV: 0.6
Highest occupied orbital energy, eV: -10.092
M, Da: 616.742
Energy above the lowest of the compared OMol25 structures with the same formula, charge and spin, kcal/mol: 14.2
Frontier orbital gap, eV: 10.680